Computed, not measured: C3H6CaO3 as an isolated structure in a non-equilibrium geometry, with ωB97M-V with the def2-TZVPD basis set.

E: -27771.002 eV
total charge: +2
2S+1: 1

Positions of all 13 atoms, in Å:
1 H 0.77258 -0.95725 0.75875
2 O -0.21999 1.29523 -0.81828
3 C -0.08219 0.52848 0.09622
4 O -0.60052 -0.65769 0.10564
5 Ca -2.40436 -0.83323 -1.11358
6 O 1.14600 0.20771 0.73286
7 C 2.44557 0.51437 0.10825
8 C 3.51537 -0.12055 0.95129
9 H 2.49051 1.60653 0.08434
10 H 2.41667 0.11385 -0.91066
11 H 3.39021 0.13201 2.01108
12 H 4.48205 0.27183 0.61061
13 H 3.52883 -1.21129 0.82870

---

Computed, not measured: an isolated ion of composition C3H6Cl2N2OP and charge +1 in a non-equilibrium geometry, with ωB97M-V with the def2-TZVPD basis set.

E: -42562.279 eV
SMILES string: C=[N+](C(=O)NC)P(Cl)Cl
total charge: +1
2S+1: 1

Positions of all 15 atoms, in Å:
1 C 0.38921 2.25564 -0.00194
2 N 0.81778 1.06447 0.19857
3 C -0.10116 -0.11911 -0.32793
4 O 0.20972 -0.51533 -1.37848
5 N -1.19370 -0.64754 0.38596
6 C -1.91580 -1.84061 -0.25758
7 P 2.55384 0.65364 0.95514
8 Cl 2.87937 -1.24824 0.59119
9 Cl 3.55647 1.46412 -0.48984
10 H -0.67646 2.47930 -0.18100
11 H 1.04242 3.12021 0.22341
12 H -1.44730 -0.18952 1.38836
13 H -2.94707 -1.82967 0.07063
14 H -1.54343 -2.78544 0.21912
15 H -1.62390 -1.86193 -1.39560

---

Computed, not measured: a 2-piece molecular cluster, C3H6Cl2NO2P overall in a non-equilibrium geometry, with ωB97M-V with the def2-TZVPD basis set.

E: -43127.508 eV
SMILES string: O=[PH](Cl)Cl.C=NC(C)=O
total charge: 0
2S+1: 1

Positions of all 15 atoms, in Å:
1 O 1.95061 -1.09896 -0.14666
2 P 1.84205 -0.70189 -1.53460
3 Cl 0.38557 -1.45727 -2.69598
4 Cl 3.49556 -1.41480 -2.45784
5 H 2.04008 0.64233 -1.84293
6 C -0.06305 1.61357 1.92943
7 N -0.90301 1.20132 1.08119
8 C -0.86615 0.32559 0.12861
9 C -1.87150 -0.68801 0.39000
10 O -0.36365 0.67805 -0.94742
11 H -0.25160 2.36070 2.72349
12 H 0.95677 1.20551 2.03330
13 H -1.93725 -0.91448 1.44283
14 H -2.74863 -0.16321 -0.03294
15 H -1.66579 -1.58843 -0.07049

---

Computed, not measured: C3H6Cl2O in the gas phase in a non-equilibrium geometry, with ωB97M-V with the def2-TZVPD basis set.

E: -30299.715 eV
SMILES string: COCC(Cl)Cl
total charge: 0
2S+1: 1

Positions of all 12 atoms, in Å:
1 C -1.78410 0.00884 -0.68875
2 O -0.40678 0.11050 -0.69553
3 C 0.19183 0.04257 0.51837
4 C 1.70308 0.08682 0.34380
5 Cl 2.34371 1.45352 -0.55419
6 Cl 2.40800 -1.34478 -0.55055
7 H -2.06816 -0.12406 -1.69563
8 H -2.03097 -0.90424 -0.16658
9 H -2.37337 0.78958 -0.07540
10 H -0.18189 0.77530 1.25531
11 H 0.00587 -0.96831 1.00823
12 H 2.19277 0.07427 1.30091

---

Computed, not measured: a 2-piece molecular cluster, C3H6Cl2O3P overall in a non-equilibrium geometry, with ωB97M-V with the def2-TZVPD basis set.

E: -43687.280 eV
total charge: -1
2S+1: 1

Positions of all 15 atoms, in Å:
1 C -2.18770 -0.14392 1.69663
2 C 1.80225 -0.73222 -1.35803
3 C -2.16785 -0.08151 0.37638
4 O 2.23292 1.45000 0.27544
5 O 0.77057 -0.50812 1.18546
6 O -0.20752 1.07003 -0.54391
7 P 0.99982 0.35646 0.00563
8 Cl -1.63307 -1.47213 -0.59140
9 Cl -3.04906 1.04081 -0.49904
10 H -2.49426 0.78333 2.15425
11 H -1.80021 -0.85872 2.37844
12 H 1.78379 2.05754 -0.25923
13 H 2.17864 -1.80277 -0.96830
14 H 1.12990 -0.94400 -2.09466
15 H 2.64177 -0.21476 -1.75766

---

Computed, not measured: C3H6ClFS in the gas phase in a non-equilibrium geometry, with ωB97M-V with the def2-TZVPD basis set.

E: -29283.095 eV
SMILES string: FC[C@H](S)CCl
total charge: 0
2S+1: 1

Positions of all 12 atoms, in Å:
1 F 0.54453 1.86878 -0.87430
2 C 0.16817 1.28174 0.29477
3 C 0.16595 -0.20433 0.28903
4 S 1.64907 -1.04087 -0.36125
5 C -0.90174 -0.90431 -0.53725
6 Cl -2.57421 -0.29781 -0.24568
7 H -0.88954 1.51331 0.56592
8 H 0.81344 1.59970 1.11523
9 H -0.01869 -0.46321 1.30371
10 H 2.56456 -0.66101 0.50064
11 H -0.75638 -0.70832 -1.60181
12 H -0.76517 -1.98368 -0.44900

---

Computed, not measured: C3H6ClN in the gas phase in a non-equilibrium geometry, with ωB97M-V with the def2-TZVPD basis set.

E: -17219.069 eV
SMILES string: ClC1CNC1
total charge: 0
2S+1: 1

Positions of all 11 atoms, in Å:
1 Cl 2.45610 -0.04585 -0.13440
2 C 0.76874 -0.03750 0.39147
3 C -0.28613 -1.05253 -0.27871
4 N -1.24223 0.02803 -0.12105
5 C -0.13631 1.09607 -0.26488
6 H 0.78662 -0.08239 1.45574
7 H -0.71136 -1.87441 0.41475
8 H -0.13131 -1.31797 -1.35639
9 H -1.41189 0.06532 0.84885
10 H 0.16525 1.24507 -1.32911
11 H -0.25748 1.97617 0.37373

---

Computed, not measured: C3H6ClN as an isolated structure in a non-equilibrium geometry, with ωB97M-V with the def2-TZVPD basis set.

E: -17215.634 eV
total charge: 0
2S+1: 1

Positions of all 11 atoms, in Å:
1 C -1.41945 -0.23905 0.61903
2 C 0.16343 0.25625 0.32573
3 C 0.82835 -0.14659 -0.99224
4 H -2.10275 0.71063 1.34943
5 H -1.12445 -1.41306 1.31682
6 H 0.31717 1.32169 0.26867
7 H 1.25617 0.87412 -1.37172
8 H 0.78767 -0.83551 -1.75591
9 H 2.15096 0.02741 0.80223
10 N 1.33669 -0.65202 0.44024
11 Cl -2.19378 0.09614 -1.00228

---

HOMO-LUMO gap (computed, eV): 9.4 9.1 10.5 11.1 8.5 10.3 10.2 11.0
Energy above the lowest of the compared OMol25 structures with the same formula, charge and spin (computed, kcal per mole): 0.00 2.44 44.99 22.95 15.24 7.97 23.60 102.79